Entry from the OMol25 dataset: an isolated molecule of C8H12O at a distorted geometry (ωB97M-V with the def2-TZVPD basis set).

Positions of all 21 atoms, in Å:
C 1.456 -0.207 1.073
C -0.470 1.566 -1.445
C 2.428 -1.022 0.233
C -0.361 -0.733 -0.273
C -0.164 -0.362 1.132
C -1.151 0.295 -1.053
C -1.038 -0.034 2.072
C -2.414 -0.017 -1.369
O -0.204 -1.881 -0.703
H 1.751 -0.364 2.118
H 1.643 0.858 0.895
H -0.137 2.127 -0.567
H -1.133 2.212 -2.028
H 0.402 1.353 -2.072
H -2.104 -0.018 1.865
H -0.697 0.229 3.071
H 2.236 -2.093 0.340
H 3.454 -0.848 0.575
H 2.375 -0.741 -0.823
H -2.856 -0.952 -1.041
H -3.016 0.631 -1.998

Forces on the atoms, in the same order (eV/Å):
C -0.71 0.74 2.88
C 0.00 0.27 -0.25
C -0.52 -0.46 -0.39
C -3.74 -2.06 -0.68
C 3.53 -0.08 -1.39
C -0.16 -0.36 -0.82
C 0.57 -0.12 -0.16
C 0.67 -0.04 0.10
O 0.44 1.96 0.63
H 0.09 0.18 0.00
H -0.16 -0.03 -0.06
H 0.05 -0.05 -0.04
H 0.03 -0.12 0.15
H 0.02 0.03 0.14
H 0.15 -0.13 0.04
H -0.10 0.02 -0.14
H -0.02 0.14 -0.22
H -0.24 0.20 0.04
H 0.03 -0.27 0.08
H 0.09 0.05 -0.16
H -0.01 0.13 0.25

Output
Energy = -10535.7239 eV
Structure (SMILES) = C=C(C)C(=O)C(=C)CC
Total charge = 0
Energy relative to the best compared isomer or geometry (same formula, charge and spin) = 2.238 eV

=====

Entry from the OMol25 dataset: the ion C6H10N3 with charge +1 at a distorted geometry (ωB97M-V with the def2-TZVPD basis set).

Positions of all 19 atoms, in Å:
C 2.054 0.482 1.406
C 1.087 0.846 -0.973
C 2.497 1.528 0.780
C -0.065 -0.078 1.013
C -1.054 -1.219 1.405
C -0.757 -0.571 -1.290
N 1.271 -0.476 1.487
N 0.143 0.166 -0.403
N 2.074 1.568 -0.544
H 1.171 0.765 -2.052
H 3.169 2.251 1.280
H -0.395 0.909 1.499
H -2.073 -0.725 1.535
H -0.558 -1.598 2.378
H -1.055 -2.002 0.690
H -1.315 -1.326 -0.860
H -1.470 0.124 -1.840
H -0.292 -1.022 -2.266
H 2.637 2.130 -1.267

Forces on the atoms, in the same order (eV/Å):
C -1.69 -2.78 0.64
C 0.30 -0.08 -2.63
C 1.57 1.83 1.43
C -1.37 0.98 1.82
C 0.45 2.08 1.84
C 0.15 1.68 -5.34
N 2.36 1.29 -0.02
N -1.46 -1.52 -0.11
N 2.42 1.98 -0.55
H -0.83 -0.03 -0.07
H -0.83 -0.10 -0.89
H 0.53 -1.43 -0.57
H 1.21 -1.19 0.02
H -1.45 0.54 -1.41
H -0.07 -0.82 -0.16
H -0.77 -1.08 0.99
H 0.53 -0.43 1.29
H 0.05 0.57 2.22
H -1.09 -1.48 1.48

Output
Energy = -10844.5061 eV
Structure (SMILES) = C[C@H]1N=C=C[NH+]=CN1C
Total charge = +1
Energy relative to the best compared isomer or geometry (same formula, charge and spin) = 3.757 eV

=====

Entry from the OMol25 dataset: an isolated molecule of C4H6N2O (ωB97M-V with the def2-TZVPD basis set).

Positions of all 13 atoms, in Å:
N -1.580 0.547 -0.180
C -0.228 0.394 0.014
C 0.205 -1.030 -0.093
O -0.720 -1.914 0.379
N 1.304 -1.401 -0.595
C 1.969 1.475 0.147
C 0.581 1.463 0.347
H -2.021 -0.041 -0.876
H -1.911 1.501 -0.200
H -1.415 -1.436 0.856
H 1.388 -2.417 -0.511
H 2.375 0.450 0.201
H 0.051 2.409 0.511

Forces on the atoms, in the same order (eV/Å):
N -0.05 0.17 -0.12
C -0.01 -0.12 -0.02
C 0.40 0.04 -0.22
O -0.11 0.01 0.14
N -0.36 0.04 0.17
C -0.42 -0.36 0.13
C 0.26 0.18 -0.11
H 0.06 0.04 0.13
H 0.03 -0.08 0.04
H 0.10 -0.10 -0.07
H 0.01 0.07 -0.04
H 0.02 0.23 0.03
H 0.06 -0.11 -0.05

Output
Energy = -9268.9053 eV
Total charge = 0
Energy relative to the best compared isomer or geometry (same formula, charge and spin) = 4.597 eV

=====

Entry from the OMol25 dataset: a cluster of 2 separate species, C6H14O3 in total (ωB97M-V with the def2-TZVPD basis set).

Positions of all 23 atoms, in Å:
O 1.927 1.535 -0.225
C 3.626 -0.173 -0.687
C 3.108 1.227 -0.967
H 1.237 0.891 -0.488
H 3.822 -0.297 0.392
H 4.565 -0.351 -1.238
H 2.886 -0.929 -0.999
H 3.851 1.984 -0.650
H 2.931 1.363 -2.051
O -2.734 0.057 1.627
O -1.259 -0.807 -0.639
C -1.537 -0.700 1.761
C -1.324 -1.586 0.550
C -2.669 0.836 0.437
C -2.457 -0.049 -0.773
H -0.671 -0.023 1.890
H -1.634 -1.301 2.685
H -2.143 -2.326 0.475
H -0.371 -2.145 0.625
H -1.850 1.576 0.512
H -3.622 1.395 0.363
H -2.359 0.551 -1.698
H -3.322 -0.727 -0.902

Forces on the atoms, in the same order (eV/Å):
O -0.41 -0.65 -0.37
C 0.11 -0.16 0.13
C 0.15 0.42 -0.01
H 0.47 0.50 0.22
H -0.08 0.02 -0.41
H -0.35 0.01 0.18
H 0.27 0.20 0.09
H -0.34 -0.37 -0.20
H 0.07 -0.03 0.36
O 0.26 0.00 -0.22
O -0.14 0.02 0.16
C 0.09 -0.06 0.57
C 0.31 -0.51 -0.02
C -0.31 0.47 0.10
C -0.16 0.13 -0.57
H -0.23 -0.13 -0.10
H 0.00 0.24 -0.49
H 0.16 0.26 -0.01
H -0.42 0.34 -0.01
H -0.15 -0.25 0.00
H 0.43 -0.34 0.01
H 0.00 -0.24 0.49
H 0.26 0.13 0.11

Output
Energy = -12590.3509 eV
Structure (SMILES) = C1COCCO1.CCO
Total charge = 0
Energy relative to the best compared isomer or geometry (same formula, charge and spin) = 1.747 eV

=====

Entry from the OMol25 dataset: a structure of composition C34H50Cl3GaN4O7PSSi4 at a distorted geometry (ωB97M-V with the def2-TZVPD basis set).

Positions of all 105 atoms, in Å:
Ga 0.295 0.685 -1.451
C -3.605 3.267 11.637
O -3.277 2.057 10.929
C -2.966 2.105 9.614
C -2.901 3.239 8.781
C -2.584 3.083 7.423
C -2.363 1.802 6.904
C -2.439 0.641 7.719
C -2.738 0.809 9.065
C -1.977 1.611 5.523
N -1.689 0.441 4.971
C -1.281 0.730 3.707
C -1.341 2.073 3.430
N -1.801 2.635 4.600
C -1.039 2.612 2.150
C -1.249 3.972 1.806
C -1.018 4.387 0.497
C -0.623 3.437 -0.446
N -0.402 2.113 -0.143
C -0.588 1.723 1.162
C -0.435 0.289 1.475
N -0.022 -0.545 0.509
C -0.036 -1.881 0.734
C -0.375 -2.433 1.968
C -0.813 -1.588 2.997
C -0.829 -0.204 2.736
H -3.755 2.937 12.665
H -4.512 3.714 11.254
H -2.774 3.984 11.584
H -3.090 4.247 9.155
H -2.533 3.934 6.739
H -2.282 -0.321 7.250
H -2.851 -0.065 9.723
H -2.004 3.611 4.747
H -1.574 4.729 2.521
H -1.140 5.421 0.172
H -0.550 3.746 -1.491
H 0.249 -2.519 -0.118
H -0.253 -3.521 2.098
H -1.144 -1.951 3.974
C -1.124 -4.267 -3.899
Si -2.524 -3.263 -3.209
C -3.114 -3.744 -1.497
C -3.908 -2.966 -4.470
Si 1.164 -1.405 -2.732
Si 2.703 -3.068 -2.055
C 2.411 -3.859 -0.336
C 2.655 -4.499 -3.312
C 4.476 -2.346 -2.065
Si 1.291 -0.841 -5.023
C -0.272 -0.038 -5.687
C 1.571 -2.409 -6.069
C 2.800 0.251 -5.322
H -1.415 -5.293 -3.975
H -0.293 -4.238 -3.190
H -0.791 -3.903 -4.859
H -3.425 -4.773 -1.616
H -3.957 -3.185 -1.068
H -2.291 -3.699 -0.782
H -4.116 -3.922 -4.971
H -3.645 -2.269 -5.262
H -4.799 -2.618 -3.955
H 1.516 -4.461 -0.284
H 2.410 -3.140 0.488
H 3.278 -4.504 -0.193
H 1.671 -4.905 -3.547
H 3.227 -5.285 -2.831
H 3.146 -4.200 -4.238
H 4.668 -1.590 -1.303
H 4.781 -1.929 -3.018
H 5.116 -3.183 -1.834
H -0.860 -0.808 -6.184
H 0.094 0.664 -6.438
H -0.924 0.503 -4.979
H 0.755 -3.117 -6.107
H 2.505 -2.923 -5.840
H 1.713 -2.021 -7.078
H 2.838 1.164 -4.738
H 2.710 0.553 -6.354
H 3.731 -0.297 -5.255
C 2.975 3.008 0.104
P 2.820 1.287 -0.527
C 3.390 0.232 0.857
C 4.075 1.015 -1.789
H 4.014 3.253 0.315
H 2.371 3.091 1.023
H 2.606 3.703 -0.642
H 4.331 0.604 1.249
H 3.525 -0.797 0.535
H 2.666 0.226 1.673
H 4.993 0.659 -1.302
H 4.254 1.899 -2.388
H 3.696 0.267 -2.465
O -2.464 -0.671 -0.750
S -2.518 -0.352 -2.155
O -3.794 -0.155 -2.765
O -1.826 -1.625 -2.894
O -1.483 0.692 -2.555
Cl 2.936 3.950 -3.651
C 1.326 3.875 -4.373
Cl 0.558 5.437 -4.039
Cl 1.538 3.537 -6.155
C 0.396 2.816 -3.778
O -0.782 2.856 -4.163
O 0.936 2.020 -2.849

Forces on the atoms, in the same order (eV/Å):
Ga 0.03 -0.56 -0.58
C 0.71 -0.72 -0.32
O -0.23 0.82 0.67
C 0.12 -0.61 -1.27
C 0.00 -0.16 0.37
C -0.11 -1.05 0.24
C 0.04 -0.01 0.48
C -0.32 1.47 0.52
C -0.10 0.09 -0.25
C 0.32 -0.25 -1.71
N -0.10 0.75 0.96
C 0.10 -0.11 -0.30
C -0.06 -0.64 0.40
N -0.10 0.06 0.46
C -0.21 1.30 -0.51
C -0.03 0.04 1.09
C 0.67 -1.06 -1.73
C -0.39 0.83 0.29
N 0.37 0.04 -0.57
C -0.03 -1.63 0.60
C -0.36 1.33 0.02
N -0.08 -0.97 -0.41
C 0.32 1.34 -0.42
C -0.02 -0.30 0.29
C 0.43 0.40 -0.77
C -0.19 -1.22 0.48
H 0.01 0.19 -0.08
H -0.26 0.14 -0.18
H -0.19 -0.11 0.04
H 0.03 -0.35 0.07
H -0.04 -0.10 0.51
H 0.03 0.02 0.16
H 0.12 0.55 -0.25
H 0.09 -0.18 -0.07
H 0.03 -0.45 0.10
H -0.07 -0.33 0.12
H 0.16 -0.38 0.30
H -0.16 0.53 0.44
H -0.32 0.65 -0.01
H 0.20 0.11 -0.39
C -0.01 0.43 0.86
Si 0.03 3.76 0.57
C -0.07 -0.35 -0.41
C 0.44 -0.96 0.28
Si -0.25 0.72 0.51
Si -0.70 0.88 -0.40
C 0.77 0.54 -0.41
C 0.24 0.32 0.44
C -0.40 -0.41 0.37
Si -0.06 -0.79 1.14
C 0.09 0.20 0.25
C 0.52 0.74 -0.30
C -0.42 -0.16 -0.33
H -0.29 -0.84 -0.25
H 0.03 0.17 -0.10
H 0.06 0.13 -0.22
H -0.20 -0.60 0.37
H 0.30 0.09 -0.44
H 0.05 0.00 -0.07
H -0.22 0.05 0.09
H 0.20 0.23 0.17
H -0.10 0.09 -0.05
H -0.33 -0.19 -0.03
H -0.06 -0.02 -0.13
H 0.06 -0.27 0.15
H 0.03 0.21 0.07
H 0.30 -0.45 -0.13
H 0.02 -0.11 0.01
H -0.22 -0.08 0.01
H -0.10 0.01 -0.26
H 0.62 -0.41 0.04
H -0.12 -0.05 -0.09
H -0.26 0.17 -0.21
H 0.48 -0.25 -0.17
H -0.19 -0.13 0.16
H -0.08 -0.06 0.20
H -0.08 -0.05 -0.38
H 0.00 0.00 0.29
H 0.08 0.30 -0.63
H 0.27 -0.18 0.29
C 0.27 -0.51 0.27
P -1.71 -0.02 0.21
C 0.00 0.33 0.19
C 0.65 0.16 0.34
H 0.15 0.10 0.18
H 0.17 0.01 -0.37
H -0.21 0.01 -0.11
H 0.33 0.00 0.11
H -0.04 -0.09 -0.19
H -0.11 0.08 -0.11
H -0.02 0.18 -0.37
H 0.09 0.24 0.06
H -0.11 -0.43 -0.21
O -0.50 0.32 0.02
S 2.47 -0.70 -1.04
O -0.44 0.25 -0.03
O -1.03 -1.55 -0.46
O -1.05 -0.82 1.26
Cl 0.22 -0.13 -0.01
C 0.55 0.24 -0.57
Cl 0.00 0.15 -0.43
Cl -0.30 0.40 0.87
C -2.25 -2.31 1.81
O 2.57 0.03 0.52
O -0.54 1.95 -1.98

Output
Energy = -197948.0719 eV
Total charge = -1
Energy relative to the best compared isomer or geometry (same formula, charge and spin) = 0.000 eV

=====

Entry from the OMol25 dataset: a structure of composition C37H35ClN2PtS2Si2 at a distorted geometry (ωB97M-V with the def2-TZVPD basis set).

Positions of all 80 atoms, in Å:
C -2.013 -0.407 0.819
C -2.435 0.292 -0.369
C -2.237 -0.586 -1.497
H -2.882 1.286 -0.391
C -1.719 -1.829 -0.999
C -1.582 -1.721 0.427
H -1.260 -2.517 1.102
H -2.052 -0.020 1.844
H -2.472 -0.360 -2.538
H -1.517 -2.718 -1.599
Pt -0.236 -0.125 -0.544
Si -0.448 -0.045 -6.577
C -0.165 1.535 -7.632
C 1.094 1.804 -8.204
H 1.888 1.046 -8.190
C 1.356 3.067 -8.750
H 2.358 3.294 -9.116
C 0.351 4.034 -8.829
H 0.565 5.016 -9.249
C -0.930 3.725 -8.374
H -1.722 4.466 -8.456
C -1.192 2.480 -7.800
H -2.197 2.248 -7.450
C 0.106 -1.393 -7.785
C -0.817 -1.687 -8.811
H -1.813 -1.237 -8.777
C -0.462 -2.515 -9.882
H -1.179 -2.698 -10.683
C 0.806 -3.096 -9.932
H 1.102 -3.712 -10.784
C 1.689 -2.897 -8.865
H 2.657 -3.390 -8.870
C 1.342 -2.066 -7.785
H 2.038 -1.936 -6.955
H -1.907 -0.161 -6.531
Si 2.452 0.634 -4.193
C 1.723 -1.165 -4.218
C 0.367 -1.531 -4.217
H -0.453 -0.823 -4.497
C -0.039 -2.815 -3.843
H -1.106 -3.051 -3.859
C 0.905 -3.785 -3.498
H 0.579 -4.794 -3.244
C 2.261 -3.443 -3.510
H 3.005 -4.190 -3.243
C 2.654 -2.156 -3.876
H 3.714 -1.908 -3.876
C 1.153 1.959 -4.607
C -0.177 1.866 -4.145
H -0.553 0.922 -3.743
C -1.027 2.972 -4.178
H -2.027 2.876 -3.739
C -0.599 4.161 -4.766
H -1.273 5.021 -4.800
C 0.676 4.228 -5.329
H 0.998 5.129 -5.850
C 1.551 3.148 -5.232
H 2.552 3.207 -5.656
H 3.871 0.886 -4.228
Cl 1.991 0.731 -1.979
C -1.113 3.262 -0.669
C -0.121 2.837 0.329
N 0.347 1.596 0.462
C 1.412 1.487 1.362
C 1.748 2.700 1.933
S 0.699 3.952 1.388
C 1.951 0.175 1.484
C 3.000 -0.347 2.219
S 3.125 -2.054 2.009
C 1.796 -2.027 0.866
N 1.305 -0.799 0.713
C 1.330 -3.230 0.156
H -2.112 3.285 -0.207
H -0.874 4.280 -1.005
H -1.110 2.603 -1.550
H 2.554 2.824 2.643
H 3.633 0.243 2.870
H 2.127 -3.979 0.202
H 0.448 -3.645 0.657
H 1.100 -3.019 -0.893

Forces on the atoms, in the same order (eV/Å):
C -0.79 -0.15 -0.14
C -0.76 -0.46 0.11
C -0.10 0.37 0.22
H 0.17 -0.53 -0.06
C 0.14 -0.26 0.25
C -1.10 -0.40 -0.15
H -0.16 0.47 -0.30
H 0.02 -0.21 -0.56
H 0.00 -0.12 0.43
H -0.07 0.45 0.32
Pt -0.61 -0.79 -1.37
Si 0.43 0.74 -2.87
C -0.04 -0.26 0.12
C -0.13 0.55 0.30
H -0.29 0.29 0.08
C 0.04 -0.35 -0.09
H -0.26 -0.07 -0.03
C 0.00 -0.22 0.17
H -0.05 -0.24 0.08
C 0.03 -0.03 -0.14
H 0.09 -0.17 -0.04
C 0.41 0.10 0.28
H 0.17 0.11 0.03
C 0.01 -0.84 0.24
C 0.42 -0.04 -0.08
H 0.27 -0.11 -0.13
C -0.07 0.17 0.16
H 0.19 0.05 0.22
C 0.03 0.14 0.39
H -0.12 0.17 0.33
C -0.17 0.19 0.18
H -0.10 0.07 -0.02
C -0.37 0.05 -0.61
H -0.09 -0.01 -0.22
H -0.57 -0.06 0.48
Si -3.77 -0.78 1.28
C 0.87 0.24 -0.11
C -0.59 0.17 0.37
H 0.99 -0.63 0.50
C 0.19 0.07 -0.28
H 0.35 -0.02 -0.06
C 0.08 0.29 -0.07
H 0.15 0.22 -0.04
C -0.30 -0.14 -0.09
H -0.05 0.12 -0.11
C -0.08 -0.02 0.09
H -0.09 -0.12 0.04
C 0.67 0.27 -0.27
C 0.09 0.04 0.26
H 0.21 0.48 0.18
C 0.13 -0.47 0.01
H 0.28 0.12 -0.37
C 0.17 0.06 -0.07
H 0.28 -0.26 -0.07
C -0.19 0.29 -0.03
H -0.11 -0.21 0.18
C -0.10 -0.37 0.22
H -0.19 0.20 0.08
H 0.44 -0.01 -0.35
Cl 0.87 0.22 -0.37
C -0.23 0.53 -0.20
C 1.35 -2.15 0.37
N 0.42 3.04 0.46
C -0.98 -0.38 -1.11
C -0.25 0.91 0.27
S 1.08 -0.62 0.57
C -0.79 -0.75 -0.94
C 0.41 -0.77 0.48
S 0.08 1.38 0.19
C -0.46 2.43 0.05
N 2.05 -1.62 0.91
C 0.44 -0.44 0.10
H 0.18 0.05 -0.19
H -0.14 -0.19 0.08
H 0.07 0.10 0.47
H -0.15 0.39 0.03
H 0.13 -0.36 0.05
H -0.22 -0.06 -0.10
H 0.14 0.03 -0.13
H -0.04 0.14 0.18

Output
Energy = -95092.7302 eV
Spin multiplicity = 5
Total charge = +2
Energy relative to the best compared isomer or geometry (same formula, charge and spin) = 1.919 eV